{"formula": "C7H14N2", "method": "ωB97M-V/def2-TZVPD", "total_charge": 1, "homo_lumo_gap_ev": [9.315, 5.447], "lumo_energy_ev": [-4.13, -8.00], "de_lowest_ev": 0.6513, "homo_energy_ev": [-13.4477, -13.4477], "s_squared": 0.760, "multiplicity": 2, "symbols": ["C", "C", "C", "C", "N", "N", "H", "H", "H", "H", "H", "H", "C", "C", "C", "H", "H", "H", "H", "H", "H", "H", "H"], "coordinates": [[-3.3608, 0.7917, 2.1661], [-1.6475, 3.3427, 0.3619], [-2.3340, 1.7080, 1.5035], [-0.9338, 1.6783, 1.6344], [-2.7565, 2.7480, 0.7143], [-0.4745, 2.6339, 0.8214], [-1.5284, 4.3100, -0.1046], [0.4745, 2.9840, 0.7324], [-0.3259, 1.0281, 2.2408], [-3.4432, -0.1867, 1.6863], [-4.2549, 1.3937, 2.0843], [-3.0607, 0.6731, 3.2117], [2.6264, -2.0687, -1.2332], [2.3801, -1.1015, -2.4435], [1.4605, -3.0290, -0.9013], [3.5666, -2.6567, -1.4371], [2.9920, -1.5407, -0.2809], [3.3397, -0.6334, -2.6396], [1.9295, -3.9294, -0.5390], [1.5686, -0.3863, -2.2483], [2.1064, -1.8077, -3.2501], [0.7040, -2.5931, -0.2757], [0.9718, -3.3584, -1.8039]], "forces_ev_per_angstrom": [[1.44, 1.54, -0.36], [0.91, -0.54, 0.34], [-3.04, -0.91, 0.25], [1.40, 0.48, -0.88], [1.32, -0.35, 0.48], [-1.22, 0.69, 0.50], [-0.13, -0.13, -0.32], [-0.08, -0.22, 0.03], [0.16, -0.05, -0.08], [0.00, 0.14, -0.05], [-0.58, -0.45, 0.14], [-0.18, -0.20, -0.07], [1.14, 0.52, 0.92], [0.11, -1.71, 1.20], [1.34, 0.32, -0.97], [-1.08, 0.29, -0.26], [-0.89, -0.28, -1.19], [-0.21, 0.40, -0.39], [-0.35, -0.31, 0.88], [0.31, -0.13, -0.19], [0.07, 0.84, -0.02], [-0.18, 0.01, 0.59], [-0.26, 0.07, -0.56]]}

{"formula": "C7H14N2", "method": "ωB97M-V/def2-TZVPD", "total_charge": 1, "homo_lumo_gap_ev": [10.448, 6.188], "lumo_energy_ev": [-3.93, -8.19], "de_lowest_ev": 2.7439, "homo_energy_ev": [-14.3739, -14.3736], "s_squared": 0.758, "multiplicity": 2, "symbols": ["C", "C", "C", "C", "N", "N", "H", "H", "H", "H", "H", "H", "C", "C", "C", "H", "H", "H", "H", "H", "H", "H", "H"], "coordinates": [[1.8301, 1.3687, 2.5228], [-0.0838, 0.9796, 1.0249], [0.3926, 1.2856, 2.2734], [-1.8135, 0.9175, 2.4127], [-1.5085, 0.6938, 1.0158], [-0.7970, 1.0968, 3.1868], [0.3680, 1.0560, -0.0174], [-2.1179, 0.3746, 0.2466], [2.2794, 0.4178, 2.8806], [2.2648, 1.9283, 3.3064], [-2.9627, 0.9969, 2.6143], [2.2811, 1.6826, 1.4984], [-0.0883, -1.8339, -1.9561], [1.2147, -0.8733, -1.7815], [-1.1700, -1.0062, -2.5056], [0.1530, -2.5333, -2.7148], [-0.3079, -2.4100, -0.9766], [1.5610, -0.6353, -2.7162], [1.8686, -1.3853, -1.1246], [-1.5584, -0.2400, -1.7809], [-0.5707, -0.4626, -3.3925], [0.8671, 0.0165, -1.1239], [-2.1017, -1.4348, -2.8927]], "forces_ev_per_angstrom": [[0.84, -0.12, -2.22], [-4.63, -0.61, -5.67], [-2.78, -1.79, 3.66], [-2.16, -0.38, -1.26], [4.75, 1.35, 2.31], [2.23, 1.40, -1.40], [-0.27, -0.16, 1.96], [0.64, 0.44, 0.51], [-0.61, -0.34, -0.76], [-0.36, 1.55, 0.92], [2.51, -0.41, 0.34], [-0.33, -0.69, 1.96], [1.62, 0.09, 2.39], [-4.14, -0.83, 3.60], [-0.24, 2.74, -1.71], [0.45, -1.07, -0.46], [0.25, 0.96, -1.52], [1.15, 0.91, -1.95], [1.27, -0.52, 0.12], [0.62, -0.18, -0.57], [-2.10, -0.65, 1.69], [0.71, -1.20, -1.87], [0.56, -0.49, -0.09]]}

{"formula": "C7H14N2O", "method": "ωB97M-V/def2-TZVPD", "smiles": "CN(N=O)C1CCCCC1", "homo_lumo_gap_ev": 9.412, "lumo_energy_ev": 0.77, "de_lowest_ev": 6.1890, "homo_energy_ev": -8.6406, "symbols": ["C", "N", "N", "O", "C", "C", "C", "C", "C", "C", "H", "H", "H", "H", "H", "H", "H", "H", "H", "H", "H", "H", "H", "H"], "coordinates": [[-2.0717, -2.1136, 0.1999], [-1.5894, -0.7834, -0.5453], [-2.2560, -0.6750, -1.6063], [-2.0048, 0.2856, -2.3788], [-0.4253, 0.0857, -0.1979], [0.6916, -1.0403, 0.0071], [2.0401, -0.2938, 0.1866], [1.8503, 1.2236, -0.1635], [0.7251, 2.0670, 0.4567], [-0.6459, 1.2186, 0.7909], [-3.1025, -2.0767, 0.1958], [-1.6667, -3.0925, -0.3094], [-1.8866, -1.9237, 1.2523], [-0.3563, 0.4402, -1.1505], [0.4439, -1.7705, 0.8114], [0.4848, -1.5333, -1.0844], [2.4651, -0.4678, 1.3829], [2.9276, -0.9330, -0.2635], [1.9755, 1.3345, -1.2956], [2.5989, 1.7515, 0.1865], [0.7581, 2.8672, -0.2866], [1.2626, 2.5503, 1.3475], [-0.5315, 1.0535, 1.9501], [-1.6868, 1.8256, 0.5142]], "forces_ev_per_angstrom": [[2.97, 1.23, -1.14], [-1.06, -2.64, 3.31], [-1.07, 1.45, -3.20], [-0.04, -1.02, 1.24], [-1.45, -4.04, 2.53], [-0.92, 1.08, -2.23], [1.85, -1.91, 2.94], [-1.34, -3.40, -2.83], [0.17, -0.13, 0.96], [0.44, 2.68, 0.29], [-2.22, -0.09, -0.79], [-0.55, 2.16, 1.30], [0.90, -0.62, 0.11], [1.17, 1.92, -2.38], [0.20, 0.62, -0.68], [1.40, 0.53, 2.65], [-1.66, 0.92, -2.92], [-1.75, 1.90, 0.04], [-0.79, -0.23, 1.30], [4.53, 2.06, 1.45], [-1.36, 0.22, 0.20], [-1.55, -0.78, -0.65], [-0.76, -0.33, -2.39], [2.89, -1.56, 0.89]]}

{"formula": "C7H14N2O", "method": "ωB97M-V/def2-TZVPD", "homo_lumo_gap_ev": [7.518, 7.519], "lumo_energy_ev": [0.28, 0.28], "de_lowest_ev": 6.1841, "homo_energy_ev": [-7.2370, -7.2380], "symbols": ["C", "C", "C", "C", "C", "C", "C", "N", "N", "O", "H", "H", "H", "H", "H", "H", "H", "H", "H", "H", "H", "H", "H", "H"], "coordinates": [[0.4756, 2.5446, -0.1954], [2.9705, -0.1134, -0.0635], [-0.4275, 1.6461, -0.7754], [-1.1726, 0.9047, 1.4706], [0.7313, -1.6291, -0.9735], [-2.0381, -1.4684, 0.2170], [-1.0309, 0.6202, 0.0102], [1.7732, 0.0681, 0.3601], [0.7182, -0.6305, 0.0478], [-1.8282, -0.2999, -0.6035], [0.8920, 3.1383, -0.8574], [0.4694, 2.4250, 0.8758], [3.7644, 0.6111, 0.0879], [3.1998, -1.0823, -0.4656], [-0.6082, 1.6253, -1.7951], [-1.2628, 1.9831, 1.4813], [-2.0214, 0.4256, 1.8152], [-0.3943, 0.4138, 2.0054], [0.6124, -2.5809, -0.5531], [-0.1486, -1.4100, -1.6694], [1.6119, -1.6876, -1.5980], [-2.9897, -1.2730, 0.7280], [-1.2619, -1.7621, 0.9057], [-2.0342, -2.4687, -0.4551]], "forces_ev_per_angstrom": [[-5.19, -5.61, 1.16], [-0.23, -0.69, 0.35], [1.60, 1.75, 1.99], [0.37, 0.13, -1.59], [-1.24, 1.52, -1.80], [-1.17, -2.23, -1.66], [1.91, -2.05, -0.06], [-0.64, 1.33, -0.79], [-0.45, 0.82, 1.37], [0.89, 0.21, 0.65], [2.58, 3.29, -2.25], [1.12, 0.96, -0.06], [-0.31, -0.06, 0.36], [0.57, -0.30, -0.58], [-0.10, -0.07, -1.96], [0.07, 0.01, 1.05], [-2.10, -0.56, 0.77], [1.14, 0.38, 0.54], [-0.36, -1.62, 0.63], [1.03, -0.51, 0.77], [0.49, 0.44, -0.19], [0.18, -0.73, -0.09], [0.50, 0.93, 0.34], [-0.65, 2.63, 1.06]]}

{"formula": "C7H14N2O", "method": "ωB97M-V/def2-TZVPD", "smiles": "CCN(C)C1(C#N)CC1.O", "homo_lumo_gap_ev": 10.070, "lumo_energy_ev": 0.84, "de_lowest_ev": 2.0152, "homo_energy_ev": -9.2266, "symbols": ["C", "C", "N", "C", "C", "C", "N", "C", "C", "H", "H", "H", "H", "H", "H", "H", "H", "H", "H", "H", "H", "O", "H", "H"], "coordinates": [[-2.7370, 0.3539, 1.4567], [-1.3232, 0.7056, 1.0157], [-0.8286, -0.1566, -0.0519], [-1.4844, 0.0274, -1.3328], [0.5927, -0.2314, -0.1383], [1.3067, 0.9966, -0.5164], [1.5670, 2.0099, -1.0641], [1.3032, -1.1343, 0.8492], [1.1877, -1.5528, -0.5782], [-3.0212, 0.9709, 2.3205], [-3.4762, 0.5353, 0.6644], [-2.7971, -0.7036, 1.7513], [-1.2792, 1.7724, 0.7163], [-0.6445, 0.5879, 1.8726], [-1.3452, 1.0474, -1.7428], [-1.0861, -0.6952, -2.0574], [-2.5617, -0.1550, -1.2351], [2.2828, -0.8232, 1.2114], [0.6459, -1.6032, 1.5813], [0.4504, -2.3132, -0.8347], [2.0810, -1.5372, -1.2022], [3.8416, 0.5771, -0.5291], [3.9079, -0.1346, -1.1724], [3.4175, 1.4559, -0.9840]], "forces_ev_per_angstrom": [[-0.20, -0.08, 0.03], [0.15, 0.30, 0.14], [0.04, -0.19, 0.05], [-0.14, 0.17, -0.31], [0.67, -0.13, 0.61], [-0.77, 2.77, -2.38], [-0.74, -2.51, 1.80], [-0.05, -0.06, 0.36], [0.01, -0.07, -0.28], [0.07, -0.15, -0.24], [0.19, -0.05, 0.22], [0.01, 0.28, -0.09], [0.01, -0.23, 0.06], [-0.12, 0.02, -0.23], [0.00, -0.24, 0.09], [-0.08, 0.19, 0.20], [0.29, 0.03, 0.00], [-0.31, -0.01, -0.16], [0.20, 0.05, -0.25], [0.20, 0.24, 0.08], [-0.29, 0.02, 0.21], [-0.71, 2.69, -0.86], [0.01, 0.43, -0.37], [1.58, -3.48, 1.30]]}

Calculated max |F| (eV/A), listed in the same order as above: 3.19; 7.34; 5.18; 7.73; 4.04
Calculated electronic energy (Ha), listed in the same order as above: -384.30354; -384.22664; -459.65140; -459.65158; -459.80479